Density functional theory data (ωB97M-V with the def2-TZVPD basis set) for the ion C2H4N3S with charge +1 in a non-equilibrium geometry.

Its total charge is +1. The calculation puts the HOMO energy at -14.66 eV. The total energy is -640.67318 hartree. For the molecular weight, the calculation gives 102.14 g mol⁻¹. Its structure (SMILES) is NS1#[N+]N=CC=1. The value obtained for the energy above the lowest of the compared OMol25 structures with the same formula, charge and spin is 49.16 kcal per mole. The multiplicity is 1.

Element x y z (Å)
C  -0.5693  0.4022  1.5176
C  -0.9335  0.3184  0.2278
N  0.4525  -0.5756  1.8657
N  0.8483  -1.2332  0.9337
N  0.6402  -0.2559  -1.7689
S  -0.0975  -0.9860  -0.5938
H  -0.8115  1.2433  2.1953
H  -1.4148  1.0711  -0.2570
H  1.2170  -0.7852  -2.4265
H  0.6687  0.8009  -1.6938

Density functional theory data (ωB97M-V with the def2-TZVPD basis set) for a cluster of 5 separate species, C2H14O5 in total in a non-equilibrium geometry.

The calculation puts the HOMO energy at -10.49 eV. The total energy is -460.75936 hartree. For the molecular weight, the calculation gives 118.13 g mol⁻¹. Its structure (SMILES) is CCO.O.O.O.O. The value obtained for the energy above the lowest of the compared OMol25 structures with the same formula, charge and spin is 28.98 kcal per mole. The multiplicity is 1.

Element x y z (Å)
C  -1.4166  0.5918  0.9327
C  -0.4212  1.6247  1.5795
O  -0.9180  2.2233  2.7534
H  -2.3488  1.0969  0.6798
H  -1.5416  -0.2212  1.6478
H  -1.1002  0.1568  -0.0154
H  -0.1943  2.4013  0.8490
H  0.5103  1.0949  1.7784
H  -1.1924  3.1046  2.4897
O  3.5105  0.6889  -3.0396
H  3.0059  -0.1166  -3.1522
H  4.3950  0.3905  -2.8280
O  1.8069  -3.1119  -2.7027
H  2.5508  -3.6197  -3.0267
H  1.6468  -3.4550  -1.8236
O  -1.6285  -0.9864  -5.3816
H  -1.4482  -1.2356  -4.4752
H  -2.4184  -0.4482  -5.3300
O  -0.7009  -0.3741  6.3574
H  -0.8324  0.2513  5.6448
H  -1.2647  -0.0563  7.0626

Density functional theory data (ωB97M-V with the def2-TZVPD basis set) for a structure of composition C9H4EuN2O3 in a non-equilibrium geometry.

Its total charge is +2. As for the expectation value of S²: 15.76. The calculation puts the HOMO energy (alpha / beta) at -16.80 / -16.80 eV. The total energy is -1390.28918 hartree. For the molecular weight, the calculation gives 340.11 g mol⁻¹. The value obtained for the energy above the lowest of the compared OMol25 structures with the same formula, charge and spin is 0.00 kcal per mole. The multiplicity is 8.

Element x y z (Å)
O  -1.6356  -5.1281  -1.3399
C  -1.7611  -3.9919  -1.2537
Eu  -1.8516  -0.6865  -0.8601
C  -4.1322  -0.3901  0.4408
C  -2.2796  -0.0285  -3.3447
O  -5.0844  -0.2266  1.0680
O  -2.4072  0.3168  -4.4363
N  1.7784  1.2820  4.3313
C  1.6754  1.1139  3.1736
C  1.5416  0.9110  1.7501
C  2.5648  1.2871  0.8678
C  2.4335  1.0885  -0.5028
C  1.2441  0.5122  -0.9578
N  0.2757  0.1688  -0.0878
C  0.3754  0.3420  1.2446
H  3.4712  1.7323  1.2696
H  3.2052  1.3539  -1.2198
H  1.0547  0.3152  -2.0205
H  -0.4684  0.0279  1.8775

Density functional theory data (ωB97M-V with the def2-TZVPD basis set) for a cluster of 2 separate species, C3H10N3 in total in a non-equilibrium geometry.

Its total charge is +1. The calculation puts the HOMO energy at -12.96 eV. The total energy is -284.15319 hartree. For the molecular weight, the calculation gives 88.13 g mol⁻¹. The value obtained for the energy above the lowest of the compared OMol25 structures with the same formula, charge and spin is 139.80 kcal per mole. The multiplicity is 1.

Element x y z (Å)
C  -0.7772  1.6144  0.0516
C  -0.1138  -1.1115  -0.8185
C  1.3860  -0.8517  -0.6830
N  -0.9454  -0.4612  0.1280
N  -1.9278  1.9631  0.4241
N  1.8687  -0.9878  0.6591
H  0.0702  2.2465  -0.2145
H  -0.5531  -2.1986  -0.7400
H  -0.4173  -0.5876  -1.7464
H  1.9008  -1.4803  -1.3638
H  1.6341  0.2090  -0.8626
H  -2.1374  2.9517  0.9139
H  -2.6904  1.2140  0.6132
H  1.6450  -1.8787  1.1382
H  -0.5569  -0.4173  1.1606
H  1.6144  -0.2240  1.3402

Density functional theory data (ωB97M-V with the def2-TZVPD basis set) for a cluster of 2 separate species, C17H24N5O3 in total in a non-equilibrium geometry.

Its total charge is +1. The calculation puts the HOMO energy at -11.41 eV. The total energy is -1161.54771 hartree. For the molecular weight, the calculation gives 346.41 g mol⁻¹. The multiplicity is 1.

Element x y z (Å)
O  -0.8215  -2.9852  0.9430
O  -1.0346  6.5833  -0.0095
O  -2.5200  2.5984  -1.5940
C  -0.5863  -3.3115  -0.2174
C  -0.7464  5.8067  0.8888
C  -2.1572  3.6740  -1.1258
C  -1.1562  0.5101  0.1831
C  -0.2347  1.5077  0.3449
C  -0.2095  0.2590  2.1719
C  3.5521  -7.6508  -1.2087
C  2.1628  -7.5400  -1.1144
C  4.3641  -6.5782  -0.8312
C  1.5867  -6.3590  -0.6379
C  3.7872  -5.3914  -0.3661
C  2.3926  -5.2673  -0.2675
N  -1.1251  -0.2611  1.3313
N  -2.9982  4.7039  -0.9824
N  0.6893  -3.6152  -0.6466
N  -0.5756  4.4992  0.6752
N  0.3418  1.3472  1.5944
C  -0.6058  6.3016  2.3088
C  -4.4097  4.6972  -1.3706
C  1.7753  -3.9922  0.2497
C  0.1326  2.5503  -0.6892
C  -0.6963  3.8522  -0.6468
H  -1.3967  -3.3026  -0.9400
H  -1.7681  0.3472  -0.7002
H  0.1062  -0.1994  3.1065
H  4.0018  -8.5707  -1.5719
H  1.5338  -8.3779  -1.4020
H  5.4445  -6.6673  -0.9025
H  0.5060  -6.3034  -0.5488
H  4.4335  -4.5672  -0.0799
H  -1.5346  -1.1972  1.4252
H  -2.6027  5.5755  -0.6456
H  0.7733  -3.9389  -1.6084
H  -0.4063  3.9218  1.4794
H  1.1315  1.8727  1.9516
H  -0.7118  7.3871  2.3129
H  -1.3880  5.8659  2.9279
H  0.3761  6.0393  2.6975
H  -4.7699  5.7212  -1.4874
H  -5.0073  4.1938  -0.6084
H  -4.5356  4.1709  -2.3198
H  1.4156  -4.1640  1.2706
H  2.5199  -3.1901  0.2876
H  1.1859  2.8076  -0.5647
H  0.0395  2.1059  -1.6834
H  -0.2539  4.5309  -1.3796

Density functional theory data (ωB97M-V with the def2-TZVPD basis set) for the molecule C18H12O4 in a non-equilibrium geometry.

The calculation puts the HOMO energy at -7.99 eV. The total energy is -993.79250 hartree. For the molecular weight, the calculation gives 292.29 g mol⁻¹. Its structure (SMILES) is O=C(O)/C=C/C#CC#C/C=C/C=C/C=C/C=C1/C=CC(=O)O1. The value obtained for the energy above the lowest of the compared OMol25 structures with the same formula, charge and spin is 50.94 kcal per mole. The multiplicity is 1.

Element x y z (Å)
O  -3.4414  7.5603  1.8511
O  1.8983  -10.3960  2.0891
C  0.7829  -5.3815  0.1854
C  0.6674  -4.0388  -0.3009
C  0.9138  -6.4688  0.7198
C  0.2576  -2.9622  -0.7154
O  3.9704  -9.6544  2.5946
O  -1.9033  6.4822  0.5712
C  -2.7738  7.4719  0.9176
C  2.7251  -9.5331  2.0670
C  -2.7580  8.5297  -0.0808
C  -1.9027  8.0671  -1.0117
C  -1.4099  6.7498  -0.6572
C  -0.8966  5.7573  -1.4717
C  1.1210  -7.7233  1.4116
C  -0.3057  -1.6917  -0.9338
C  2.3629  -8.3900  1.2438
C  -0.3271  4.5035  -0.7875
C  0.2198  -0.5289  -0.4809
C  -0.2982  3.1977  -1.3884
C  -0.3406  0.8057  -1.0180
C  0.2109  1.9908  -0.6397
H  3.9786  -10.4146  3.2173
H  -3.3607  9.4647  -0.0597
H  -1.7017  8.7401  -1.8407
H  -0.6773  5.8614  -2.4980
H  0.4111  -8.2261  1.9703
H  -1.2307  -1.8198  -1.5794
H  3.1995  -8.0473  0.5512
H  0.0069  4.7281  0.1567
H  1.1393  -0.4793  0.1217
H  -0.5269  3.0759  -2.3951
H  -1.1290  0.7580  -1.7803
H  1.1180  2.0115  -0.0293

Density functional theory data (ωB97M-V with the def2-TZVPD basis set) for the molecule C5H7NO in a non-equilibrium geometry.

The calculation puts the HOMO energy at -10.50 eV. The total energy is -324.69529 hartree. For the molecular weight, the calculation gives 97.12 g mol⁻¹. Its structure (SMILES) is C[C@H](C#N)CC=O. The value obtained for the energy above the lowest of the compared OMol25 structures with the same formula, charge and spin is 18.31 kcal per mole. The multiplicity is 1.

Element x y z (Å)
C  1.4656  0.8136  0.3328
C  0.0858  0.1760  0.5484
C  -0.3881  -0.6343  -0.6746
C  -1.6731  -0.1071  -1.2750
O  -2.2673  0.8651  -0.8772
C  0.1006  -0.6654  1.7542
N  0.1251  -1.3358  2.6970
H  1.7768  1.3871  1.2098
H  1.4288  1.4892  -0.5275
H  2.2222  0.0459  0.1420
H  -0.6547  0.9669  0.7203
H  0.3703  -0.6192  -1.4704
H  -0.5416  -1.6946  -0.4380
H  -2.0504  -0.6875  -2.1418

Density functional theory data (ωB97M-V with the def2-TZVPD basis set) for a structure of composition C2H2I4 in a non-equilibrium geometry.

The calculation puts the HOMO energy at -9.00 eV. The total energy is -1268.08661 hartree. For the molecular weight, the calculation gives 533.65 g mol⁻¹. The value obtained for the energy above the lowest of the compared OMol25 structures with the same formula, charge and spin is 37.77 kcal per mole. The multiplicity is 1.

Element x y z (Å)
C  -0.2630  -0.4480  0.1594
C  -2.2931  0.0729  0.0231
I  -0.2938  -2.5295  -0.0626
I  -2.3310  2.1982  -0.2938
I  -2.8864  -0.3085  2.0265
I  -3.1867  -1.0064  -1.4911
H  -0.0621  -0.0183  1.1514
H  0.3531  -0.1858  -0.7614